#w
Formula: C3H16NO3
Source: the Open Molecules 2025 dataset
Level of theory: ωB97M-V/def2-TZVPD

Summary:
- Net charge: +1
- Gap between HOMO and LUMO: 12.30 eV

Last column: natural (NBO) charge in e.
CARTESIAN COORDINATES (ANGSTROEM)
C  -2.86  -0.39  0.15  -0.67
C  -1.47  -0.17  0.84  -0.22
N  -0.42  0.32  -0.20  -0.52
C  0.34  -0.85  -0.83  -0.44
H  -2.98  -0.60  -0.92  0.24
H  -3.28  -1.28  0.51  0.24
H  -3.54  0.54  0.17  0.24
H  -1.54  0.46  1.82  0.24
H  -1.10  -1.03  1.26  0.21
H  0.09  1.03  0.17  0.45
H  -0.81  0.85  -1.04  0.47
H  0.32  -0.89  -1.88  0.23
H  0.04  -1.77  -0.29  0.23
H  1.45  -0.74  -0.68  0.25
H  2.47  0.50  0.90  0.51
H  2.49  2.15  0.76  0.49
O  2.04  1.39  1.06  -0.99
H  -0.12  3.01  -1.83  0.52
H  0.21  2.91  -0.24  0.50
O  0.00  2.52  -1.02  -1.00
H  2.68  -2.67  1.17  0.48
H  3.27  -3.04  -0.13  0.49
O  2.71  -2.24  0.24  -0.97

#x
Formula: C3H16NO3
Source: the Open Molecules 2025 dataset
Level of theory: ωB97M-V/def2-TZVPD

Summary:
- Net charge: +1
- Gap between HOMO and LUMO: 11.99 eV

Last column: natural (NBO) charge in e.
CARTESIAN COORDINATES (ANGSTROEM)
C  -0.60  0.85  -0.86  -0.64
C  -0.07  0.07  0.35  -0.05
C  -1.19  -0.68  1.10  -0.66
N  0.99  -0.88  -0.18  -0.71
H  -0.03  1.76  -1.00  0.23
H  -0.59  0.13  -1.69  0.21
H  -1.67  0.98  -0.96  0.27
H  0.43  0.80  0.98  0.23
H  -1.13  -0.41  2.16  0.23
H  -1.30  -1.75  1.02  0.23
H  -2.10  -0.15  0.83  0.25
H  1.95  -0.70  0.12  0.46
H  0.83  -1.79  0.25  0.43
H  0.91  -1.09  -1.19  0.47
H  -2.92  3.23  -0.14  0.48
H  -2.93  2.50  1.16  0.48
O  -2.62  2.40  0.25  -0.96
H  1.59  -0.28  2.93  0.48
H  3.12  -0.15  3.01  0.50
O  2.40  -0.38  2.41  -0.97
H  0.90  -2.17  -3.46  0.50
H  1.08  -0.67  -3.64  0.50
O  0.95  -1.35  -2.97  -0.97

Which is the most stable structure? #x is the most stable.

#w
Formula: C46H47BrI2N6O2W
Source: the Open Molecules 2025 dataset
Level of theory: ωB97M-V/def2-TZVPD

Summary:
- Net charge: +2
- Gap between HOMO and LUMO (alpha / beta): 4.78 / 4.78 eV

Last column: Löwdin charge in e.
CARTESIAN COORDINATES (ANGSTROEM)
W  -0.20  0.05  -0.27  1.47
C  -1.99  1.26  3.60  0.00
C  -1.56  0.46  2.54  -0.17
N  -0.57  0.81  1.74  -0.11
C  0.07  1.99  1.96  -0.17
C  -0.30  2.86  2.99  -0.13
C  -1.38  2.47  3.82  0.06
C  0.43  4.06  3.18  0.01
C  1.49  4.33  2.37  -0.02
C  1.86  3.45  1.32  0.04
C  1.15  2.31  1.09  -0.19
N  1.29  1.34  0.07  -0.06
C  2.38  1.12  -0.75  -0.18
C  3.34  2.04  -1.22  0.00
C  4.34  1.59  -2.04  -0.03
C  4.46  0.23  -2.40  0.01
C  3.52  -0.68  -1.99  -0.13
C  3.60  -2.12  -2.23  0.01
C  2.55  -2.89  -1.97  0.00
C  1.23  -2.28  -1.57  -0.30
N  1.43  -1.05  -0.78  -0.21
C  2.44  -0.23  -1.19  -0.18
H  -2.80  0.91  4.23  0.13
H  -2.03  -0.50  2.35  0.03
H  -1.70  3.12  4.62  0.14
H  0.15  4.74  3.97  0.13
H  2.07  5.23  2.52  0.13
H  2.72  3.70  0.72  0.10
H  3.28  3.09  -0.99  0.10
H  5.07  2.30  -2.41  0.12
H  5.29  -0.10  -3.01  0.13
H  4.53  -2.54  -2.59  0.13
H  2.58  -3.96  -2.11  0.13
H  0.66  -2.98  -0.96  0.09
C  -1.54  -4.48  -5.78  -0.03
C  -0.26  -3.71  -6.15  -0.55
C  0.94  -4.68  -6.10  -0.04
C  -0.39  -3.16  -7.57  -0.05
C  -0.07  -2.60  -5.12  -0.12
C  0.35  -2.91  -3.83  0.03
C  0.46  -1.93  -2.86  -0.12
Br  -1.95  -1.68  -0.33  0.33
C  0.05  -0.62  -3.17  -0.18
O  -0.20  0.24  -2.11  -0.29
C  -0.19  -0.22  -4.49  -0.06
C  -0.27  -1.26  -5.42  0.04
C  -0.26  1.21  -5.04  -0.52
C  1.01  1.41  -5.89  -0.02
C  -1.51  1.40  -5.91  -0.03
C  -0.28  2.31  -3.98  -0.06
H  -1.67  -5.33  -6.45  0.10
H  -2.42  -3.84  -5.88  0.09
H  -1.50  -4.85  -4.76  0.08
H  0.89  -5.35  -6.96  0.09
H  0.93  -5.30  -5.21  0.08
H  1.89  -4.14  -6.14  0.10
H  -0.48  -3.99  -8.27  0.09
H  0.48  -2.58  -7.86  0.10
H  -1.28  -2.54  -7.69  0.09
H  0.63  -3.92  -3.58  0.13
H  -0.50  -0.99  -6.44  0.10
H  1.05  0.71  -6.72  0.09
H  1.91  1.28  -5.28  0.09
H  1.02  2.43  -6.30  0.10
H  -1.51  0.75  -6.79  0.09
H  -1.55  2.43  -6.27  0.09
H  -2.42  1.20  -5.34  0.08
H  0.59  2.24  -3.31  0.08
H  -1.19  2.26  -3.39  0.07
H  -0.24  3.28  -4.48  0.10
I  -1.74  -3.27  3.64  0.79
C  0.25  -2.60  3.83  -1.14
I  1.16  -2.02  2.01  0.98
H  0.85  -3.42  4.21  -0.03
H  0.28  -1.75  4.49  -0.03
C  -4.66  3.08  -5.93  -0.05
C  -5.08  3.36  -4.50  -0.27
C  -5.21  2.34  -3.57  -0.03
C  -5.60  2.58  -2.26  -0.03
C  -5.85  3.88  -1.85  -0.26
N  -6.24  4.23  -0.52  0.14
C  -6.03  3.60  0.66  -0.52
O  -6.64  3.85  1.68  0.11
N  -5.02  2.61  0.66  0.14
C  -3.76  2.77  0.09  -0.22
C  -3.27  3.98  -0.40  0.04
C  -2.01  4.02  -0.95  0.01
C  -1.24  2.87  -0.98  -0.14
N  -1.70  1.70  -0.52  -0.08
C  -2.94  1.65  -0.02  -0.08
C  -5.74  4.91  -2.77  -0.02
C  -5.36  4.65  -4.08  -0.03
H  -4.60  2.01  -6.13  0.07
H  -3.68  3.52  -6.13  0.07
H  -5.36  3.52  -6.63  0.09
H  -5.03  1.31  -3.88  0.11
H  -5.74  1.75  -1.58  0.12
H  -6.86  5.02  -0.43  0.16
H  -5.15  1.91  1.36  0.16
H  -3.88  4.87  -0.36  0.13
H  -1.60  4.94  -1.34  0.13
H  -0.24  2.88  -1.37  0.10
H  -3.31  0.68  0.27  0.07
H  -5.95  5.93  -2.46  0.12
H  -5.30  5.47  -4.78  0.12

#x
Formula: C46H47BrI2N6O2W
Source: the Open Molecules 2025 dataset
Level of theory: ωB97M-V/def2-TZVPD

Summary:
- Net charge: +2
- Gap between HOMO and LUMO (alpha / beta): 6.41 / 6.50 eV

Last column: Löwdin charge in e.
CARTESIAN COORDINATES (ANGSTROEM)
W  -0.31  -0.55  1.06  1.47
C  -4.35  -1.81  -0.29  -0.01
C  -2.97  -1.65  -0.15  -0.17
N  -2.42  -0.97  0.83  -0.07
C  -3.24  -0.32  1.70  -0.19
C  -4.64  -0.41  1.63  -0.14
C  -5.19  -1.21  0.60  0.04
C  -5.42  0.32  2.56  0.00
C  -4.79  1.14  3.45  -0.03
C  -3.38  1.23  3.51  0.01
C  -2.61  0.48  2.67  -0.25
N  -1.20  0.41  2.59  -0.13
C  -0.36  1.01  3.55  -0.23
C  -0.59  1.26  4.87  0.00
C  0.40  1.91  5.66  -0.03
C  1.60  2.29  5.13  0.00
C  1.90  1.97  3.78  -0.13
C  3.12  2.25  3.13  0.04
C  3.30  1.85  1.84  0.00
C  2.30  1.13  1.18  -0.09
N  1.15  0.85  1.76  -0.10
C  0.92  1.30  3.03  -0.20
H  -4.73  -2.41  -1.11  0.13
H  -2.30  -2.13  -0.85  0.07
H  -6.26  -1.31  0.52  0.14
H  -6.50  0.25  2.53  0.13
H  -5.38  1.73  4.14  0.12
H  -2.93  1.93  4.20  0.11
H  -1.51  0.96  5.34  0.11
H  0.19  2.11  6.70  0.12
H  2.34  2.80  5.73  0.13
H  3.90  2.78  3.67  0.14
H  4.23  2.06  1.31  0.13
H  2.44  0.76  0.18  0.12
C  5.99  -5.21  0.76  -0.04
C  5.98  -3.98  -0.16  -0.56
C  6.44  -4.41  -1.55  -0.06
C  6.96  -2.92  0.38  -0.04
C  4.58  -3.35  -0.18  -0.14
C  3.96  -3.03  1.02  -0.05
C  2.74  -2.39  0.97  -0.53
Br  1.81  -2.02  2.59  0.86
C  2.10  -2.03  -0.21  -0.37
O  0.95  -1.29  -0.12  -0.40
C  2.67  -2.41  -1.43  -0.08
C  3.91  -3.05  -1.36  0.06
C  1.98  -2.11  -2.77  -0.52
C  1.98  -0.59  -3.00  -0.03
C  0.55  -2.67  -2.76  -0.04
C  2.71  -2.77  -3.95  -0.05
H  6.97  -5.68  0.74  0.09
H  5.25  -5.95  0.44  0.10
H  5.78  -4.95  1.80  0.08
H  7.42  -4.87  -1.48  0.09
H  6.52  -3.56  -2.24  0.09
H  5.76  -5.15  -1.99  0.10
H  7.98  -3.33  0.38  0.10
H  6.71  -2.63  1.40  0.08
H  6.95  -2.03  -0.25  0.09
H  4.41  -3.27  1.97  0.12
H  4.36  -3.36  -2.30  0.09
H  1.52  -0.05  -2.17  0.05
H  1.42  -0.35  -3.91  0.10
H  3.00  -0.23  -3.13  0.10
H  -0.09  -2.16  -2.04  0.03
H  0.56  -3.74  -2.51  0.10
H  0.10  -2.56  -3.75  0.10
H  3.71  -2.36  -4.09  0.09
H  2.15  -2.58  -4.86  0.10
H  2.79  -3.85  -3.82  0.10
I  -1.52  -2.70  4.11  0.84
C  -1.38  -4.44  2.88  -1.08
I  -0.68  -4.08  0.90  0.93
H  -2.36  -4.86  2.80  -0.03
H  -0.68  -5.12  3.35  -0.03
C  -6.76  2.67  -2.66  -0.04
C  -5.52  3.51  -2.50  -0.27
C  -4.96  3.75  -1.24  -0.03
C  -3.82  4.52  -1.09  -0.03
C  -3.19  5.05  -2.21  -0.27
N  -2.01  5.85  -2.12  0.15
C  -0.97  5.78  -1.24  -0.51
O  -0.18  6.67  -1.05  0.11
N  -0.87  4.58  -0.49  0.14
C  -0.95  3.29  -0.94  -0.20
C  -1.20  2.93  -2.27  0.04
C  -1.29  1.60  -2.61  0.00
C  -1.11  0.63  -1.64  -0.13
N  -0.84  0.95  -0.37  -0.08
C  -0.78  2.25  -0.03  -0.04
C  -3.73  4.83  -3.47  -0.02
C  -4.89  4.07  -3.60  -0.03
H  -7.21  2.43  -1.70  0.07
H  -6.54  1.73  -3.17  0.08
H  -7.51  3.20  -3.26  0.09
H  -5.45  3.36  -0.36  0.11
H  -3.44  4.74  -0.10  0.12
H  -1.96  6.66  -2.71  0.16
H  -0.36  4.74  0.37  0.15
H  -1.31  3.70  -3.04  0.12
H  -1.49  1.30  -3.63  0.13
H  -1.17  -0.42  -1.88  0.09
H  -0.61  2.48  1.01  0.12
H  -3.26  5.26  -4.34  0.12
H  -5.31  3.92  -4.59  0.12

Which is the most stable structure? #x is the most stable.

#w
Formula: CH4NOPS
Source: the Open Molecules 2025 dataset
Level of theory: ωB97M-V/def2-TZVPD

Summary:
- SMILES string: [H]/P=[NH+]\[S-].C=O
- Gap between HOMO and LUMO (alpha / beta): 7.02 / 7.01 eV

Last column: natural (NBO) charge in e.
CARTESIAN COORDINATES (ANGSTROEM)
C  -1.48  0.66  0.24  0.24
N  1.56  -0.48  0.14  -0.96
O  -1.49  -0.40  -0.33  -0.61
P  1.00  -1.73  -0.72  0.70
S  1.10  1.12  -0.02  -0.08
H  -1.53  0.54  1.39  0.12
H  -1.52  1.70  -0.21  0.15
H  2.40  -0.46  0.73  0.43
H  -0.05  -0.95  -1.23  0.01

#x
Formula: CH4NOPS
Source: the Open Molecules 2025 dataset
Level of theory: ωB97M-V/def2-TZVPD

Summary:
- SMILES string: O=C(P)NS
- Gap between HOMO and LUMO: 10.08 eV

Last column: natural (NBO) charge in e.
CARTESIAN COORDINATES (ANGSTROEM)
C  -0.01  0.12  -0.62  0.50
N  0.42  0.64  0.59  -0.77
O  -0.60  0.67  -1.49  -0.57
P  0.85  -1.60  -0.92  0.21
S  -0.18  2.30  1.09  0.12
H  0.44  -0.01  1.43  0.41
H  1.04  -2.07  0.32  -0.04
H  -0.49  -2.01  -1.04  0.00
H  -1.48  1.97  0.64  0.14

#y
Formula: CH4NOPS
Source: the Open Molecules 2025 dataset
Level of theory: ωB97M-V/def2-TZVPD

Summary:
- SMILES string: C1OSNP1
- Gap between HOMO and LUMO: 8.65 eV

Last column: natural (NBO) charge in e.
CARTESIAN COORDINATES (ANGSTROEM)
C  -0.67  0.93  0.15  -0.32
N  0.93  -1.18  -0.43  -1.04
O  0.47  1.45  -0.38  -0.63
P  -0.79  -0.96  -0.17  0.67
S  1.92  0.12  -0.10  0.63
H  -0.46  1.04  1.24  0.18
H  -1.60  1.40  -0.11  0.21
H  0.90  -1.53  -1.34  0.38
H  -0.71  -1.26  1.14  -0.07

Which is the most stable structure? #x is the most stable.

#w
Formula: CHF2IO
Source: the Open Molecules 2025 dataset
Level of theory: ωB97M-V/def2-TZVPD

Summary:
- SMILES string: OC(F)(F)I
- Gap between HOMO and LUMO: 9.54 eV

Last column: natural (NBO) charge in e.
CARTESIAN COORDINATES (ANGSTROEM)
C  -0.01  -0.26  0.18  0.94
O  0.83  0.69  0.07  -0.69
F  0.15  -0.80  1.33  -0.29
F  0.12  -1.17  -0.89  -0.36
I  -2.21  0.57  0.12  -0.12
H  1.13  0.97  -0.81  0.53

#x
Formula: CHF2IO
Source: the Open Molecules 2025 dataset
Level of theory: ωB97M-V/def2-TZVPD

Summary:
- SMILES string: O=CF.FI
- Gap between HOMO and LUMO: 8.87 eV

Last column: natural (NBO) charge in e.
CARTESIAN COORDINATES (ANGSTROEM)
C  1.20  -0.39  0.47  0.73
O  0.11  -0.82  0.78  -0.50
F  1.81  -0.74  -0.70  -0.35
F  -1.61  0.83  -1.09  -0.55
I  -3.33  0.68  -0.28  0.55
H  1.83  0.44  0.82  0.13

#y
Formula: CHF2IO
Source: the Open Molecules 2025 dataset
Level of theory: ωB97M-V/def2-TZVPD

Summary:
- SMILES string: O=CF.FI
- Gap between HOMO and LUMO: 8.69 eV

Last column: natural (NBO) charge in e.
CARTESIAN COORDINATES (ANGSTROEM)
C  1.28  0.39  -0.03  0.72
O  1.97  -0.53  -0.31  -0.53
F  0.20  0.74  -0.65  -0.31
F  -1.68  -0.91  0.52  -0.54
I  -3.52  -0.84  -0.18  0.54
H  1.75  1.14  0.65  0.11

Which is the most stable structure? #w is the most stable.